# C2H6O2P

A gas-phase ion, C2H6O2P (charge +1) in a non-equilibrium geometry (wB97M-V/def2-TZVPD, the Open Molecules 2025 dataset).

Geometry as XYZ:
```
11
C2H6O2P wB97M-V/def2-TZVPD
C -0.138 1.576 0.011
C -0.096 -1.566 -0.059
O -2.410 -0.126 -0.731
O -2.312 -0.006 0.759
P -0.931 0.025 0.105
H -0.499 2.339 0.691
H -0.302 1.789 -1.069
H 0.889 1.404 0.298
H 0.311 -1.576 -1.055
H -0.540 -2.627 0.054
H 0.845 -1.455 0.522
```

Its energy above the lowest of the compared OMol25 structures with the same formula, charge and spin is 287.27 kJ/mol. The value obtained for the largest force on an atom is 4.01 eV/Å. For the HOMO-LUMO gap, the calculation gives 0.400 Eh. The charge is +1. For the energy, the calculation gives -571.23840 hartree.

From a Mulliken analysis of the wavefunction, the atomic charges in e read:
1 C -0.7450
2 C -0.8487
3 O -0.2276
4 O -0.2111
5 P 0.9144
6 H 0.3647
7 H 0.3354
8 H 0.3536
9 H 0.3655
10 H 0.3431
11 H 0.3558


# C7H12

2 unconnected molecules or ions with the total composition C7H12 (wB97M-V/def2-TZVPD, the Open Molecules 2025 dataset).

Geometry as XYZ:
```
19
C7H12 wB97M-V/def2-TZVPD
C 1.673 -1.384 -0.366
C 0.398 -1.125 -1.139
C -0.913 -0.817 -0.465
C -0.821 -0.383 0.990
C 0.124 0.769 1.130
C 0.284 1.283 -0.267
C -0.207 0.249 -1.270
H 1.724 -2.427 -0.035
H 2.552 -1.181 -0.988
H 1.764 -0.758 0.533
H 0.302 -1.738 -2.034
H -1.818 -1.297 -0.828
H -1.773 0.058 1.341
H -0.604 -1.180 1.712
H -1.825 2.966 2.322
H -1.211 2.541 2.308
H 1.294 1.674 -0.444
H -0.364 2.179 -0.261
H -0.579 0.572 -2.238
```

Its energy above the lowest of the compared OMol25 structures with the same formula, charge and spin is 453.57 kJ/mol. The value obtained for the largest force on an atom is 0.35 eV/Å. For the HOMO-LUMO gap, the calculation gives 0.317 Eh. For the energy, the calculation gives -273.73580 hartree.

From a Mulliken analysis of the wavefunction, the atomic charges in e read:
1 C -1.5488
2 C 0.1268
3 C -0.2715
4 C -0.5780
5 C -0.6348
6 C -0.5834
7 C -0.2675
8 H 0.3367
9 H 0.3372
10 H 0.4596
11 H 0.4220
12 H 0.3629
13 H 0.3532
14 H 0.3599
15 H 0.2177
16 H -0.1671
17 H 0.3580
18 H 0.3542
19 H 0.3630


# C7H22BNO9PS2Si

3 unconnected molecules or ions with the total composition C7H22BNO9PS2Si in a non-equilibrium geometry (wB97M-V/def2-TZVPD, the Open Molecules 2025 dataset).

Geometry as XYZ:
```
44
C7H22BNO9PS2Si wB97M-V/def2-TZVPD
C -4.416 0.853 -2.253
Si -2.757 0.639 -1.430
C -1.387 0.790 -2.659
C -2.759 -0.964 -0.490
P -2.606 2.361 0.115
B -1.611 2.076 1.841
N -1.124 0.792 2.098
O -1.379 3.195 2.570
H -4.319 0.503 -3.284
H -5.189 0.267 -1.755
H -4.745 1.892 -2.299
H -0.413 1.010 -2.221
H -1.600 1.558 -3.402
H -1.296 -0.174 -3.168
H -3.057 -1.729 -1.211
H -3.517 -0.962 0.298
H -1.796 -1.227 -0.055
H -2.101 3.541 -0.440
H -3.914 2.703 0.485
H -0.589 0.762 2.968
H -1.759 0.007 2.053
H -2.072 3.553 3.131
C 3.195 -1.360 -2.879
C 3.973 -0.595 -3.933
O 3.025 -0.456 -5.006
S 1.559 -0.284 -4.435
O 1.208 1.090 -4.359
O 0.701 -1.207 -5.086
O 1.873 -0.792 -2.949
H 3.134 -2.423 -3.112
H 3.580 -1.216 -1.873
H 4.838 -1.133 -4.308
H 4.267 0.397 -3.588
C 2.871 -1.722 3.895
C 1.751 -2.300 4.739
O 1.506 -1.272 5.713
S 1.751 0.163 5.085
O 0.514 0.738 4.663
O 2.600 0.896 5.943
O 2.524 -0.327 3.783
H 3.840 -1.805 4.387
H 2.921 -2.146 2.897
H 2.024 -3.211 5.262
H 0.843 -2.463 4.156
```

The value obtained for the largest force on an atom is 1.00 eV/Å. For the HOMO-LUMO gap, the calculation gives 0.395 Eh. The charge is +1. For the energy, the calculation gives -2463.74010 hartree.

From a Mulliken analysis of the wavefunction, the atomic charges in e read:
1 C -1.1245
2 Si 0.4979
3 C -1.1040
4 C -1.1322
5 P -0.1153
6 B 0.1949
7 N -0.1777
8 O -0.4546
9 H 0.3362
10 H 0.3405
11 H 0.3744
12 H 0.4163
13 H 0.4020
14 H 0.3110
15 H 0.3799
16 H 0.3701
17 H 0.3381
18 H 0.1705
19 H 0.1459
20 H 0.2955
21 H 0.2681
22 H 0.3301
23 C -0.3122
24 C -0.3646
25 O -0.2945
26 S 1.1283
27 O -0.5253
28 O -0.5471
29 O -0.2394
30 H 0.2893
31 H 0.2994
32 H 0.3121
33 H 0.2836
34 C -0.2915
35 C -0.2930
36 O -0.3064
37 S 1.0699
38 O -0.6058
39 O -0.5254
40 O -0.2911
41 H 0.2851
42 H 0.2975
43 H 0.3138
44 H 0.2543


# H8O4

4 unconnected molecules or ions with the total composition H8O4 in a non-equilibrium geometry (wB97M-V/def2-TZVPD, the Open Molecules 2025 dataset).

Geometry as XYZ:
```
12
H8O4 wB97M-V/def2-TZVPD
O -1.290 1.130 -1.780
H -0.926 0.362 -1.338
H -1.939 1.535 -1.178
O -0.993 0.887 1.509
H -1.566 1.430 0.934
H -0.744 0.225 0.887
O 2.763 -0.282 0.613
H 3.628 -0.578 0.681
H 2.564 -0.259 -0.310
O -0.581 -1.168 -0.225
H -1.192 -1.834 0.092
H 0.279 -1.450 0.113
```

Its energy above the lowest of the compared OMol25 structures with the same formula, charge and spin is 104.04 kJ/mol. The value obtained for the largest force on an atom is 2.72 eV/Å. For the HOMO-LUMO gap, the calculation gives 0.415 Eh. For the energy, the calculation gives -305.73958 hartree.

From a Mulliken analysis of the wavefunction, the atomic charges in e read:
1 O -0.6484
2 H 0.3499
3 H 0.2889
4 O -0.6154
5 H 0.2842
6 H 0.4257
7 O -0.6161
8 H 0.2997
9 H 0.3199
10 O -0.7069
11 H 0.3030
12 H 0.3154


# C40H62N4O10

11 unconnected molecules or ions with the total composition C40H62N4O10 in a non-equilibrium geometry (wB97M-V/def2-TZVPD, the Open Molecules 2025 dataset).

Geometry as XYZ:
```
116
C40H62N4O10 wB97M-V/def2-TZVPD
C -0.810 -1.837 -8.359
C 0.253 -2.185 -7.567
C 0.290 -1.481 -6.432
N -0.798 -0.576 -6.577
C -1.422 -0.759 -7.771
H -1.098 -2.233 -9.322
H 0.934 -3.000 -7.765
H 0.899 -1.513 -5.541
H -1.089 0.116 -5.900
H -2.130 -0.086 -8.233
C 1.325 -0.215 1.061
C 0.250 -0.095 1.942
C -0.758 0.149 1.084
N -0.373 0.245 -0.232
C 0.967 0.079 -0.257
H 2.338 -0.453 1.350
H 0.150 -0.171 3.014
H -1.793 0.280 1.363
H -0.920 0.450 -1.057
H 1.478 0.226 -1.197
C 1.625 7.172 2.431
C 2.522 7.179 1.427
C 2.285 5.956 0.786
N 1.113 5.308 1.170
C 0.727 6.056 2.295
H 1.510 7.950 3.172
H 3.283 7.937 1.311
H 2.946 5.448 0.099
H 0.701 4.424 0.908
H -0.140 5.775 2.874
C 0.342 -5.282 -1.514
C -0.753 -5.281 -2.457
C -1.443 -6.468 -2.296
N -0.983 -7.107 -1.181
C 0.041 -6.425 -0.692
H 1.187 -4.620 -1.397
H -0.807 -4.502 -3.204
H -2.224 -6.909 -2.897
H -0.957 -8.080 -0.912
H 0.671 -6.681 0.147
O 5.562 -1.150 -3.666
C 6.215 -2.140 -3.193
C 7.689 -2.289 -2.992
C 7.831 -3.821 -2.636
C 6.463 -4.349 -2.799
O 5.578 -3.265 -2.952
H 8.061 -1.998 -3.974
H 8.105 -1.586 -2.270
H 8.498 -4.275 -3.368
H 8.290 -3.944 -1.655
H 6.479 -4.997 -3.676
H 6.266 -4.979 -1.931
O -3.187 2.823 -4.093
C -4.032 3.488 -4.665
C -5.471 3.237 -4.902
C -5.985 4.699 -5.197
C -4.850 5.551 -5.470
O -3.723 4.810 -5.069
H -5.614 2.549 -5.736
H -6.022 2.768 -4.086
H -6.720 4.552 -5.989
H -6.644 5.113 -4.434
H -4.743 5.726 -6.540
H -4.984 6.523 -4.995
O -5.916 3.702 0.737
C -5.385 4.774 0.796
C -4.722 5.392 1.996
C -4.361 6.766 1.397
C -4.512 6.615 -0.104
O -5.316 5.504 -0.311
H -5.357 5.513 2.874
H -3.977 4.679 2.351
H -5.027 7.504 1.843
H -3.379 7.183 1.623
H -4.997 7.507 -0.501
H -3.519 6.459 -0.526
C 6.147 1.860 3.296
C 6.363 1.253 1.893
C 5.952 1.991 0.634
O 6.865 0.120 1.773
H 5.217 1.693 3.841
H 6.181 2.949 3.259
H 6.943 1.570 3.982
H 6.451 2.956 0.718
H 4.870 1.966 0.762
H 6.345 1.523 -0.268
C -5.036 -1.274 7.294
C -3.540 -1.655 7.406
C -3.055 -1.782 8.826
O -2.856 -1.828 6.403
H -5.522 -2.028 7.913
H -5.446 -1.473 6.304
H -5.148 -0.235 7.604
H -3.822 -1.571 9.571
H -2.168 -1.187 9.042
H -2.619 -2.780 8.789
C 4.401 -4.573 3.051
C 5.317 -4.631 4.285
C 6.459 -3.639 4.358
O 5.163 -5.460 5.202
H 3.756 -5.450 3.002
H 5.068 -4.533 2.189
H 3.746 -3.705 3.120
H 7.236 -3.709 5.119
H 6.002 -2.649 4.351
H 7.046 -3.730 3.444
C -4.864 -4.195 2.344
C -5.682 -3.135 1.582
C -5.261 -2.631 0.118
O -6.793 -2.774 1.969
H -4.961 -5.191 1.912
H -5.357 -4.184 3.316
H -3.868 -3.846 2.616
H -6.021 -2.818 -0.641
H -4.323 -3.097 -0.183
H -5.122 -1.557 0.242
```

Its energy above the lowest of the compared OMol25 structures with the same formula, charge and spin is 529.31 kJ/mol. The value obtained for the largest force on an atom is 5.76 eV/Å. For the HOMO-LUMO gap, the calculation gives 0.299 Eh. For the energy, the calculation gives -2532.57931 hartree.

Mulliken population analysis, charges in e, atoms 1 to 99:
1 C -0.5049
2 C -0.2920
3 C -0.6402
4 N 0.0356
5 C -0.3081
6 H 0.3675
7 H 0.3757
8 H 0.4460
9 H 0.1732
10 H 0.3492
11 C -0.4330
12 C -0.3801
13 C -0.5963
14 N 0.0876
15 C -0.7507
16 H 0.5304
17 H 0.4519
18 H 0.4566
19 H 0.1624
20 H 0.4762
21 C -0.2629
22 C -0.4182
23 C -0.5477
24 N 0.0193
25 C -0.5760
26 H 0.3676
27 H 0.3825
28 H 0.3990
29 H 0.2300
30 H 0.4074
31 C -0.3207
32 C -0.3762
33 C -0.7454
34 N -0.0502
35 C -0.5037
36 H 0.4750
37 H 0.4807
38 H 0.3972
39 H 0.2681
40 H 0.3762
41 O -0.6663
42 C 0.4764
43 C -0.2993
44 C -0.4956
45 C -0.2805
46 O -0.3053
47 H 0.2273
48 H 0.2720
49 H 0.2576
50 H 0.2689
51 H 0.2371
52 H 0.3062
53 O -0.5938
54 C 0.4792
55 C -0.3326
56 C -0.5074
57 C -0.2973
58 O -0.3736
59 H 0.2661
60 H 0.2914
61 H 0.2931
62 H 0.2628
63 H 0.2443
64 H 0.2695
65 O -0.6066
66 C 0.4629
67 C -0.2898
68 C -0.5591
69 C -0.3569
70 O -0.3244
71 H 0.2585
72 H 0.2307
73 H 0.2467
74 H 0.3511
75 H 0.3009
76 H 0.2793
77 C -1.1063
78 C 0.7704
79 C -0.8475
80 O -0.5743
81 H 0.2901
82 H 0.3515
83 H 0.3239
84 H 0.3303
85 H 0.2274
86 H 0.2325
87 C -0.9643
88 C 0.7040
89 C -0.9859
90 O -0.5822
91 H 0.3348
92 H 0.2694
93 H 0.2872
94 H 0.3037
95 H 0.3324
96 H 0.3007
97 C -0.9355
98 C 0.8430
99 C -1.0241


# C5H12O

2 unconnected molecules or ions with the total composition C5H12O in a non-equilibrium geometry (wB97M-V/def2-TZVPD, the Open Molecules 2025 dataset).

Geometry as XYZ:
```
18
C5H12O wB97M-V/def2-TZVPD
C 0.883 2.421 -2.669
C -0.118 1.648 -2.279
O -0.039 0.295 -2.227
H 0.663 3.484 -2.669
H 1.836 2.115 -3.085
H -1.036 2.072 -1.880
H -0.828 -0.068 -1.790
C 0.511 -1.985 0.826
C -0.296 -0.722 1.056
C -0.606 -0.485 2.536
H -0.134 -2.878 0.826
H 1.039 -2.019 -0.116
H 1.232 -2.143 1.617
H 0.258 0.098 0.628
H -1.271 -0.764 0.559
H -1.099 0.493 2.622
H 0.319 -0.352 3.092
H -1.315 -1.210 2.953
```

Its energy above the lowest of the compared OMol25 structures with the same formula, charge and spin is 125.27 kJ/mol. The value obtained for the largest force on an atom is 1.27 eV/Å. For the HOMO-LUMO gap, the calculation gives 0.363 Eh. For the energy, the calculation gives -272.90095 hartree.

From a Mulliken analysis of the wavefunction, the atomic charges in e read:
1 C -0.7241
2 C 0.1242
3 O -0.5113
4 H 0.2296
5 H 0.2742
6 H 0.2546
7 H 0.3347
8 C -1.1563
9 C 0.1122
10 C -1.3339
11 H 0.2967
12 H 0.3323
13 H 0.3308
14 H 0.2329
15 H 0.1654
16 H 0.3394
17 H 0.3735
18 H 0.3251


What is the formula in the second record?
C7H12


largest force on an atom of number 1 (C2H6O2P)?
4.01 eV/Å


Copy entry 6 word for word.
# C5H12O

2 unconnected molecules or ions with the total composition C5H12O in a non-equilibrium geometry (wB97M-V/def2-TZVPD, the Open Molecules 2025 dataset).

Geometry as XYZ:
```
18
C5H12O wB97M-V/def2-TZVPD
C 0.883 2.421 -2.669
C -0.118 1.648 -2.279
O -0.039 0.295 -2.227
H 0.663 3.484 -2.669
H 1.836 2.115 -3.085
H -1.036 2.072 -1.880
H -0.828 -0.068 -1.790
C 0.511 -1.985 0.826
C -0.296 -0.722 1.056
C -0.606 -0.485 2.536
H -0.134 -2.878 0.826
H 1.039 -2.019 -0.116
H 1.232 -2.143 1.617
H 0.258 0.098 0.628
H -1.271 -0.764 0.559
H -1.099 0.493 2.622
H 0.319 -0.352 3.092
H -1.315 -1.210 2.953
```

Its energy above the lowest of the compared OMol25 structures with the same formula, charge and spin is 125.27 kJ/mol. The value obtained for the largest force on an atom is 1.27 eV/Å. For the HOMO-LUMO gap, the calculation gives 0.363 Eh. For the energy, the calculation gives -272.90095 hartree.

From a Mulliken analysis of the wavefunction, the atomic charges in e read:
1 C -0.7241
2 C 0.1242
3 O -0.5113
4 H 0.2296
5 H 0.2742
6 H 0.2546
7 H 0.3347
8 C -1.1563
9 C 0.1122
10 C -1.3339
11 H 0.2967
12 H 0.3323
13 H 0.3308
14 H 0.2329
15 H 0.1654
16 H 0.3394
17 H 0.3735
18 H 0.3251